10
Properties=species:S:1:pos:R:3:nbo_charge:R:1 method="wB97M-V/def2-TZVPD" e_above_lowest_kcal_mol=26.1 homo_energy_ev=-9.2 spin_multiplicity=1 smiles="CSC(=S)C=O"
C -1.51102 -0.70240 0.01465 -0.75
S 0.11852 -1.47492 -0.16075 0.39
C 1.31734 -0.24297 -0.04640 -0.45
S 2.90970 -0.61120 -0.09338 0.07
C 0.96719 1.23708 0.01247 0.38
O -0.11155 1.70672 -0.25972 -0.49
H -1.56618 -0.12700 0.94239 0.23
H -1.76762 -0.07920 -0.82323 0.24
H -2.20303 -1.54868 0.09296 0.23
H 1.84665 1.84257 0.32100 0.14